Record 1
ORCA calculation (ωB97M-V/def2-TZVPD) on C6H14Cl2O3PPm as an isolated structure at a distorted geometry.

Geometry as XYZ:
```
27
C6H14Cl2O3PPm ωB97M-V/def2-TZVPD
C 0.688 -3.331 0.148
C 1.549 -2.443 0.962
H -0.361 -3.232 0.463
H 1.009 -4.373 0.277
H 0.768 -3.074 -0.923
O 1.107 -1.373 1.495
Cl 3.141 -2.957 1.127
Pm -0.355 0.543 1.869
P -0.356 1.128 -0.908
C -1.710 1.713 -1.977
C 0.884 2.450 -1.213
H 1.245 -0.607 -1.543
H 0.506 0.179 -2.973
H -0.420 -1.030 -2.030
C 0.312 -0.214 -1.966
H 1.867 2.127 -0.845
H 0.940 2.666 -2.289
H -1.316 1.948 -2.976
H -2.161 2.611 -1.538
H 0.591 3.356 -0.666
H -2.482 0.940 -2.056
C -2.664 0.874 1.007
O -3.750 1.031 0.636
Cl 0.955 2.428 2.868
O -0.231 -0.373 4.055
H 0.078 0.253 4.735
H 0.165 -1.240 4.259
```

largest force on an atom = 6.638 eV Å⁻¹
HOMO-LUMO gap (spin up / spin down) = 8.706 / 8.849 eV
energy = -63466.3018 eV
E_LUMO (spin up / spin down) = -8.6 / -8.4 eV
net charge = +2
multiplicity = 5

***

Record 2
ORCA calculation (ωB97M-V/def2-TZVPD) on C6H14ClI2NO2PSc as an isolated structure at a distorted geometry.

Geometry as XYZ:
```
28
C6H14ClI2NO2PSc ωB97M-V/def2-TZVPD
I 3.006 1.490 -2.504
I 3.834 0.390 -0.023
Sc 0.826 0.558 -0.927
P 0.150 -1.932 -1.515
C 0.630 -3.558 -0.860
C -1.424 -2.256 -2.331
H 0.982 -0.658 -3.407
H 1.208 -2.479 -3.471
H 2.365 -1.549 -2.464
C 1.320 -1.574 -2.851
H -1.747 -1.319 -2.836
H -1.160 -3.050 -3.061
H 0.600 -4.259 -1.725
H -0.120 -3.914 -0.106
H -2.133 -2.650 -1.567
H 1.674 -3.555 -0.458
C 0.440 -1.087 1.158
O 0.873 -1.590 2.113
Cl -1.013 1.496 -2.134
C 1.315 3.817 1.880
C 0.575 2.564 1.567
N -0.704 2.350 1.881
O 1.041 1.628 0.823
H 0.650 4.341 2.592
H 1.249 4.483 1.008
H 2.298 3.853 2.401
H -0.741 1.331 1.984
H -1.200 3.052 2.497
```

ΔE to the lowest compared entry with this formula, charge and spin = 0.0000 eV
largest force on an atom = 5.376 eV Å⁻¹
HOMO-LUMO gap = 6.092 eV
energy = -70734.5541 eV
E_LUMO = -9.9 eV
net charge = +2
multiplicity = 1